Entry 1:
A 2-piece molecular cluster, CH5INP overall. Source: the Open Molecules 2025 dataset; level of theory: the ωB97M-V functional and the def2-TZVPD basis.

Calculated values
Energy: -734.8205 a.u.
M: 188.94 g/mol
E_LUMO (spin up / spin down): -0.355 / -0.046 eV
ΔE to the lowest compared entry with this formula, charge and spin: 283.99 kJ/mol
HOMO-LUMO gap (spin up / spin down): 8.028 / 7.446 eV

Geometry (Å):
C  0.31247  1.33889  -0.23251
N  -1.07922  -1.88336  0.21997
P  -1.91214  -0.54242  -0.14519
I  -2.60032  0.39303  1.97117
H  0.09832  1.80155  0.76025
H  0.12225  2.02282  -1.06067
H  1.17969  0.62361  -0.19983
H  -1.19346  -2.55755  -0.55527
H  -0.14091  -1.79408  0.75272

=====

Entry 2:
A 2-piece molecular cluster, CH5INP overall. Source: the Open Molecules 2025 dataset; level of theory: the ωB97M-V functional and the def2-TZVPD basis.

Calculated values
Spin multiplicity: 3
Energy: -734.7531 a.u.
M: 188.94 g/mol
⟨S²⟩: 2.004
E_LUMO (spin up / spin down): 0.627 / -1.448 eV
ΔE to the lowest compared entry with this formula, charge and spin: 229.32 kJ/mol
HOMO-LUMO gap (spin up / spin down): 7.303 / 7.644 eV

Geometry (Å):
C  0.09769  0.68796  -0.15398
N  0.98550  -0.24105  0.57037
P  1.30166  -1.78428  0.20900
I  1.46254  -2.09883  -2.12299
H  -0.16757  1.48121  0.45610
H  0.73255  1.04531  -1.00344
H  -0.55394  0.03532  -0.65870
H  1.58852  0.01508  1.34554
H  -1.06073  -2.63776  0.05592

=====

Entry 3:
A 2-piece molecular cluster, CH5IOSi overall. Source: the Open Molecules 2025 dataset; level of theory: the ωB97M-V functional and the def2-TZVPD basis.

Calculated values
Energy: -703.4154 a.u.
M: 188.04 g/mol
E_LUMO (spin up / spin down): -0.821 / -0.634 eV
ΔE to the lowest compared entry with this formula, charge and spin: 489.65 kJ/mol
HOMO-LUMO gap (spin up / spin down): 9.032 / 6.981 eV

Geometry (Å):
C  -0.17463  1.13275  0.91602
O  -0.43990  -0.30627  0.71276
Si  -0.07110  -1.00186  -0.68220
I  -1.99583  -2.43451  -0.98777
H  0.35758  1.21481  1.85281
H  -1.12382  1.56455  1.18108
H  0.20116  1.71627  0.03943
H  2.96817  -1.85851  -1.21684
H  0.27837  -0.02723  -1.81530

=====

Entry 4:
A 2-piece molecular cluster, CH5N2O overall. Source: the Open Molecules 2025 dataset; level of theory: the ωB97M-V functional and the def2-TZVPD basis.

Calculated values
Net charge: -1
Energy: -225.8566 a.u.
M: 61.06 g/mol
E_LUMO: 4.771 eV
ΔE to the lowest compared entry with this formula, charge and spin: 41.29 kJ/mol
HOMO-LUMO gap: 7.480 eV

Geometry (Å):
O  1.99327  -0.38777  -1.74690
H  2.59501  -0.14833  -1.07800
N  -0.52880  -0.00442  -0.47469
C  -0.76581  0.51904  0.70360
N  -1.18132  -0.10126  1.81625
H  -1.05223  -0.87709  -0.51066
H  1.09350  -0.48781  -1.37556
H  -0.50179  1.57239  0.90722
H  -1.66052  0.60101  2.37660